[1]
142
Properties=species:S:1:pos:R:3:forces:R:3:lowdin_charge:R:1 method="wB97M-V/def2-TZVPD" charge=-1 gap_ev=6.28
C -0.2144 4.4105 2.6879 0.8 0.6 -0.1 -0.138
C 0.7873 3.3365 2.2756 -1.8 -0.9 -0.6 -0.369
F 1.9877 3.9447 1.8074 0.2 0.2 0.4 -0.130
Al 0.0343 2.2039 0.7159 0.3 -0.4 0.2 0.381
C 1.6008 1.0668 0.1019 -0.7 0.4 1.0 -0.235
C 2.4221 0.5470 1.3066 0.1 -0.4 -1.3 -0.239
C 3.2858 -0.6772 0.9029 0.0 1.1 0.4 -0.239
F 3.6428 -0.5951 -0.4579 0.2 -0.3 -0.1 -0.133
C -1.4813 0.9377 1.3332 -0.2 0.6 0.3 -0.202
C -2.0040 1.1543 2.7933 -0.3 -0.8 -0.3 -0.170
C -2.1244 -0.1929 3.4621 0.1 0.8 -0.2 -0.469
O -1.1832 -0.6955 4.0208 0.2 -0.5 0.6 0.078
N -3.4080 -0.8378 3.4834 0.2 -0.7 0.1 0.103
C -3.8902 -1.4959 2.2923 -0.8 0.9 -0.5 -0.249
C -3.4092 -2.6988 1.8259 -0.1 -0.7 0.2 -0.127
C -3.9573 -3.3163 0.6954 -1.2 -0.1 0.2 -0.200
C -5.0278 -2.7539 0.0035 0.4 0.8 1.0 -0.083
C -5.5187 -1.5181 0.4744 0.8 -0.7 -0.6 -0.211
C -4.9556 -0.9214 1.5923 0.0 0.4 -0.2 -0.106
C -0.5337 3.5102 -0.7222 0.2 -0.5 -0.2 -0.214
C -0.9102 2.9256 -2.0967 0.0 0.6 0.3 -0.299
C -2.2215 2.1458 -2.0791 0.7 0.6 -1.2 -0.795
F -3.0134 2.6840 -1.1188 -0.5 -0.7 0.2 0.002
Br -2.0154 0.2117 -1.9123 0.1 0.2 0.2 0.856
C -3.0326 2.3715 -3.4106 -0.3 -0.2 1.7 -0.960
F -3.5670 3.6085 -3.3558 0.4 0.3 -0.6 0.003
F -4.0976 1.5486 -3.3741 -0.3 -0.2 -0.7 -0.027
Br -1.9889 2.1288 -5.0010 -0.2 0.0 -0.1 0.844
H -0.8423 4.7345 1.8575 -0.1 -0.2 0.2 -0.011
H -0.8291 4.1208 3.5403 -0.1 -0.2 -0.1 0.065
H 0.3367 5.3147 2.9984 0.0 0.0 0.2 0.062
H 0.9707 2.6732 3.1268 0.7 0.3 0.1 0.080
H 2.2249 1.6779 -0.5511 0.1 -0.4 -0.3 0.056
H 1.1711 0.1977 -0.3863 0.1 0.2 -0.6 -0.030
H 1.7525 0.2169 2.1049 0.2 0.2 0.2 0.100
H 3.0808 1.3535 1.6254 -0.1 0.0 0.4 0.095
H 2.7581 -1.6162 1.0480 0.1 -0.1 0.0 0.067
H 4.2353 -0.6439 1.4413 0.0 -0.4 0.1 0.100
H -2.3652 1.0314 0.7021 0.1 0.0 -0.2 -0.005
H -1.1566 -0.1010 1.2159 0.2 0.0 0.0 0.022
H -3.0009 1.5977 2.8047 0.1 0.3 -0.1 0.105
H -1.3254 1.7563 3.3949 0.0 0.0 0.1 0.083
H -3.3380 -1.5542 4.2011 0.2 0.0 0.0 0.124
H -2.6051 -3.1992 2.3520 0.0 0.1 0.1 0.107
H -3.5856 -4.2766 0.3738 0.1 0.0 0.1 0.047
H -5.4622 -3.2557 -0.8492 0.0 0.0 0.0 0.084
H -6.3519 -1.0523 -0.0339 0.0 0.1 0.0 0.060
H -5.3782 0.0109 1.9481 0.2 0.0 0.1 0.108
H -1.3367 4.1782 -0.4095 0.0 0.0 0.0 0.018
H 0.3364 4.1542 -0.8932 0.0 0.0 0.0 0.033
H -1.0946 3.7739 -2.7665 -0.1 -0.3 -0.1 -0.008
H -0.1003 2.3659 -2.5614 -0.1 -0.3 0.1 0.103
C 5.7393 -3.0668 -1.6469 -0.1 -0.2 -0.1 -1.522
Cl 4.5627 -3.8395 -2.7284 0.1 0.2 0.2 0.517
Cl 5.5453 -3.6323 0.0145 0.0 0.0 -0.1 0.513
Cl 7.3785 -3.3999 -2.2268 0.0 0.1 0.1 0.484
H 5.5821 -1.9954 -1.6580 -0.1 0.0 0.0 0.007
C 6.5898 -6.0170 3.0569 -0.1 -0.1 0.0 -1.533
Cl 7.0097 -6.6715 4.6430 0.2 -0.1 -0.2 0.502
Cl 6.0934 -7.3089 1.9644 0.0 0.0 0.0 0.528
Cl 5.3205 -4.7972 3.1902 0.1 0.0 -0.1 0.493
H 7.4698 -5.5427 2.6431 0.0 0.0 0.0 0.013
C 11.0298 -3.8637 -4.3098 0.1 -0.1 0.1 -1.526
Cl 11.1970 -2.1484 -4.7132 0.0 0.0 0.0 0.517
Cl 12.5159 -4.7419 -4.6689 -0.2 -0.1 0.1 0.504
Cl 10.5752 -4.0572 -2.6191 0.1 0.0 0.0 0.518
H 10.2377 -4.2750 -4.9216 0.0 0.0 0.0 0.017
C -0.1344 -3.3405 -1.1141 -0.1 0.4 0.3 -1.496
Cl 1.1580 -2.1677 -1.0500 0.3 -0.2 -0.4 0.647
Cl -1.4579 -2.7623 -0.0732 1.0 -0.3 -0.9 0.663
Cl -0.6785 -3.6252 -2.7734 0.0 0.1 0.0 0.511
H 0.2205 -4.2812 -0.7111 0.0 0.0 0.0 -0.006
C -6.2762 4.2719 -1.9326 0.1 0.0 0.1 -1.554
Cl -7.6094 5.2429 -2.5617 -0.1 0.0 0.0 0.505
Cl -5.1259 5.2938 -1.0785 0.0 0.0 0.0 0.545
Cl -6.8679 2.9809 -0.8853 0.0 0.0 0.0 0.535
H -5.7684 3.8185 -2.7743 0.0 0.0 0.0 -0.021
C 0.5868 7.4657 0.5112 -0.1 -0.1 0.0 -1.487
Cl 1.5854 6.7991 -0.7761 0.0 0.0 0.0 0.580
Cl 0.5330 9.2328 0.3949 0.3 0.0 0.1 0.497
Cl -1.0518 6.8251 0.4441 0.0 0.3 -0.2 0.608
H 1.0252 7.1873 1.4616 0.0 0.0 0.0 0.014
C 15.5494 -3.4842 -7.1338 -0.1 0.0 0.0 -1.544
Cl 15.6645 -5.0167 -6.2631 0.0 0.0 0.0 0.515
Cl 15.7155 -3.7467 -8.8714 0.0 0.0 0.0 0.527
Cl 14.0372 -2.6601 -6.7661 0.1 0.1 -0.2 0.490
H 16.3651 -2.8518 -6.8089 0.0 0.0 0.0 0.007
C -1.3907 7.7280 -3.0156 -0.1 -0.2 -0.1 -1.537
Cl -0.8944 8.7807 -4.3458 0.0 0.0 0.1 0.530
Cl -3.0804 8.0010 -2.5768 -0.1 0.2 0.0 0.512
Cl -1.1835 6.0328 -3.4389 0.1 0.3 0.0 0.606
H -0.7757 7.9569 -2.1541 0.0 0.0 0.0 -0.053
C -3.2377 -7.1527 -1.6249 0.0 0.1 0.0 -1.537
Cl -4.3747 -6.0075 -2.3381 0.0 0.0 0.0 0.539
Cl -1.8771 -6.3027 -0.8969 0.0 -0.2 0.1 0.552
Cl -4.0443 -8.1787 -0.4366 0.0 0.0 0.0 0.526
H -2.8562 -7.7858 -2.4146 0.0 0.0 0.0 0.011
C -6.9196 -0.1522 -4.6513 0.0 0.0 0.1 -1.552
Cl -6.5404 -0.9228 -3.1160 0.0 0.0 0.0 0.549
Cl -7.5544 -1.3287 -5.8084 0.0 0.0 0.0 0.519
Cl -8.0634 1.1745 -4.4247 0.1 0.0 0.0 0.516
H -6.0030 0.2589 -5.0549 0.0 0.0 0.0 0.005
C -9.0059 -2.5520 2.9880 0.1 0.2 0.0 -1.522
Cl -8.6743 -4.2753 3.1838 0.0 0.0 0.0 0.519
Cl -9.3045 -1.7937 4.5580 0.0 0.0 0.0 0.513
Cl -7.6712 -1.7592 2.1425 -0.7 -0.4 0.6 0.673
H -9.9031 -2.4490 2.3920 0.0 0.0 0.0 0.009
C 4.1015 -5.9828 7.7004 -0.1 0.1 -0.1 -1.516
Cl 4.6732 -5.0540 6.3208 -0.2 0.1 0.3 0.506
Cl 2.4088 -5.5928 8.0526 0.1 0.1 0.0 0.512
Cl 4.3043 -7.7121 7.4031 0.4 0.1 0.0 0.496
H 4.6945 -5.7165 8.5650 0.0 0.0 0.0 0.013
C 1.3365 -10.3972 8.3889 -0.1 0.1 -0.1 -1.534
Cl 2.3197 -11.2009 7.1602 0.0 0.0 0.0 0.530
Cl 1.3629 -8.6538 8.1524 -0.4 -0.2 0.1 0.499
Cl -0.3200 -11.0100 8.3559 0.0 0.0 0.0 0.534
H 1.7602 -10.6171 9.3598 0.0 0.0 0.0 0.013
C -3.7216 11.2658 -0.6053 0.1 0.0 0.1 -1.547
Cl -2.1808 10.7841 0.0927 -0.2 0.0 -0.1 0.503
Cl -5.0204 11.1281 0.5894 0.0 0.0 0.0 0.535
Cl -3.6433 12.9108 -1.2430 0.0 0.0 0.0 0.524
H -3.9423 10.5945 -1.4257 0.0 0.0 0.0 -0.023
C -0.2490 -9.4090 4.5867 0.0 0.1 -0.1 -1.566
Cl 0.7343 -10.2140 3.3609 0.0 0.0 0.1 0.515
Cl -0.2247 -7.6626 4.3561 0.0 0.0 0.1 0.532
Cl -1.9053 -10.0210 4.5546 0.0 0.0 0.0 0.515
H 0.1745 -9.6289 5.5587 0.0 0.0 0.0 -0.055
C -6.4492 6.0090 -6.4461 0.1 0.0 0.2 -1.549
Cl -6.6138 4.2954 -6.0651 0.0 -0.1 0.0 0.510
Cl -7.9594 6.8689 -6.1283 0.0 0.0 0.0 0.514
Cl -5.1198 6.7210 -5.5319 0.0 0.0 0.0 0.521
H -6.2252 6.1008 -7.5003 0.0 0.0 0.0 0.009
C -8.0090 9.0225 1.9929 0.0 -0.1 0.0 -1.565
Cl -7.5453 8.3951 3.5750 0.0 0.0 0.0 0.524
Cl -8.3792 7.7073 0.8832 0.0 0.0 0.0 0.527
Cl -9.3773 10.1322 2.1380 0.0 0.0 0.0 0.511
H -7.1696 9.5748 1.5917 0.0 0.0 0.0 -0.046
C 14.2268 0.3826 -3.8437 0.0 0.0 0.0 -1.565
Cl 14.3710 2.0967 -4.2356 0.0 0.0 0.0 0.527
Cl 15.7368 -0.4658 -4.1845 0.0 0.0 0.0 0.508
Cl 13.7521 0.1614 -2.1620 0.0 0.0 0.0 0.530
H 13.4551 -0.0448 -4.4712 0.0 0.0 0.0 -0.024


[2]
56
Properties=species:S:1:pos:R:3:forces:R:3:lowdin_charge:R:1 method="wB97M-V/def2-TZVPD" charge=0 smiles="COCCCC[C@@]1(CC[C@@](F)(Br)C(F)(F)Br)COS(=O)(=O)O1.COC[C@@H](C)N" gap_ev=9.27
C -6.4019 2.0482 -1.1969 -0.1 -0.1 -0.1 -0.104
O -6.6300 1.1404 -0.1350 0.1 0.1 0.1 -0.180
C -5.4957 0.3583 0.1705 -0.3 -0.1 -0.2 -0.241
C -5.0685 -0.5861 -0.9397 0.4 -0.2 0.4 -0.180
C -4.0658 -1.6129 -0.3842 -0.3 0.1 -0.8 -0.173
C -3.3216 -2.3303 -1.5369 0.0 0.6 0.9 -0.088
C -1.9184 -1.7284 -1.8362 -0.9 -1.2 -0.9 -0.446
C -0.8096 -2.4610 -1.0914 -0.3 0.5 0.2 -0.128
C -0.7868 -2.0627 0.3846 0.0 -0.3 0.0 -0.172
C 0.4956 -2.3772 1.1262 0.0 0.1 0.5 -0.794
F 0.2618 -2.1871 2.4667 0.1 -0.1 -0.2 -0.011
Br 0.9259 -4.2626 0.9253 0.2 0.2 -0.2 0.819
C 1.6462 -1.3626 0.7685 0.4 -0.1 0.0 -0.869
F 1.4889 -0.9311 -0.4993 0.2 0.0 0.3 0.042
F 1.5066 -0.2908 1.5757 -0.1 -0.2 -0.4 0.054
Br 3.4821 -2.0074 0.9686 -0.6 0.1 0.0 0.824
C -1.6706 -1.8017 -3.3581 0.7 0.2 -0.3 -0.090
O -2.0624 -0.5296 -3.9038 -0.5 -0.2 0.0 -0.162
S -1.8662 0.6131 -2.8367 0.6 0.5 0.5 0.606
O -0.5542 1.1612 -2.9121 -0.2 -0.3 -0.1 -0.210
O -2.9798 1.4925 -2.8466 -0.1 -0.3 -0.1 -0.215
O -1.9329 -0.3367 -1.5507 0.1 0.7 0.1 -0.150
H -6.9356 2.9720 -0.9951 -0.2 0.0 0.1 0.084
H -6.7680 1.6295 -2.1349 0.0 0.0 -0.2 0.089
H -5.3449 2.2885 -1.3106 0.1 0.0 0.0 0.080
H -5.7597 -0.2388 1.0411 -0.1 0.1 0.2 0.126
H -4.6619 1.0162 0.4342 0.2 0.0 0.1 0.130
H -4.6002 -0.0342 -1.7494 -0.1 0.1 -0.2 0.087
H -5.9327 -1.1248 -1.3226 -0.2 0.0 -0.1 0.128
H -3.3692 -1.0854 0.2594 0.1 -0.1 0.3 0.101
H -4.6292 -2.3423 0.1911 0.1 -0.1 0.3 0.118
H -3.9625 -2.2581 -2.4105 0.0 0.0 -0.3 0.120
H -3.2154 -3.3848 -1.2982 0.2 -0.2 -0.1 0.121
H 0.1393 -2.2984 -1.5901 0.1 0.1 0.1 0.117
H -1.0519 -3.5150 -1.1608 0.2 -0.2 -0.1 0.109
H -0.9959 -1.0068 0.5419 0.1 0.2 -0.1 0.133
H -1.5650 -2.6230 0.8963 -0.1 0.0 0.2 0.129
H -0.6214 -1.9427 -3.6185 0.1 0.0 0.2 0.137
H -2.2512 -2.5703 -3.8482 -0.2 -0.1 -0.1 0.139
C 7.0902 1.2438 2.1670 0.1 -0.1 -0.1 -0.069
C 5.6455 1.0690 1.7080 0.1 0.1 0.2 -0.446
C 5.0303 2.3352 1.0956 -0.1 -0.1 -0.2 -0.206
O 4.6528 3.3238 2.0327 0.1 0.0 0.0 -0.186
C 5.6929 4.1786 2.4661 -0.1 0.0 0.1 -0.108
N 4.8502 0.5485 2.8227 -0.1 0.2 -0.1 0.032
H 7.1556 1.7958 3.1042 0.0 0.0 0.0 0.064
H 7.5490 0.2699 2.3365 0.0 0.0 0.0 0.075
H 7.6833 1.7702 1.4164 0.0 0.0 0.0 0.078
H 5.6435 0.3108 0.9192 -0.1 0.0 -0.1 0.109
H 4.1047 2.0485 0.5886 0.0 0.0 0.0 0.122
H 5.6932 2.7673 0.3338 0.1 0.0 0.0 0.120
H 6.4061 4.3815 1.6617 0.0 0.0 0.0 0.090
H 6.2226 3.7637 3.3271 0.1 0.0 0.0 0.075
H 5.2373 5.1198 2.7727 0.0 0.0 0.0 0.087
H 3.9154 0.3331 2.4866 0.1 -0.1 0.1 0.012
H 4.7100 1.3136 3.4776 0.1 0.0 0.1 0.073


no.,E (Eh),strongest force on any atom (eV/A)
1,-32267.07694,2.1
2,-6940.30030,1.7